ORCA calculation (ωB97M-V/def2-TZVPD) on a cluster of 3 separate species, C8H27BO12P3 in total.

For the HOMO energy, the calculation gives -2.770 eV. Its charge is -1. The calculation puts the maximum force at 9.08 eV/A.

Last column: Mulliken charge in e.
CARTESIAN COORDINATES (ANGSTROEM)
C1 -3.57658 -2.02978 2.42246  -0.616
C2 -4.93286 -1.73398 1.62807  -0.134
O1 -5.88759 -1.22920 2.55366  -0.616
B1 -7.10137 -0.71664 1.84070  0.724
O2 -7.48676 0.59354 2.41257  -0.669
P1 -8.42754 -2.12340 1.98307  -0.195
O3 -9.96877 -1.63277 1.38470  -0.450
O4 -8.53570 -2.76954 3.57405  -0.456
H1 -2.85910 -1.20155 2.14203  -0.069
H2 -3.82690 -1.88327 3.51519  0.266
H3 -3.16111 -3.05154 2.21240  0.270
H4 -5.27329 -2.66287 1.07841  0.200
H5 -4.69191 -0.96050 0.83362  0.203
H6 -6.84555 -0.60538 0.67026  -0.242
H7 -8.39646 0.56326 2.72633  0.228
H8 -10.68061 -2.05169 1.88912  0.240
H9 -8.65039 -3.71887 3.43249  0.327
C3 -1.26856 2.18490 2.42795  -0.752
O5 -0.56225 1.24119 1.62007  -0.274
P2 -0.30556 1.67797 -0.03103  1.113
O6 -0.58339 0.25068 -0.47268  -0.595
O7 1.30544 1.85489 0.29145  -0.290
C4 1.72078 2.90831 1.14880  -0.774
O8 -0.05691 2.19603 -1.64383  -0.526
C5 1.08707 1.71090 -2.32048  -0.499
H10 -2.11893 1.68443 2.89411  0.235
H11 -0.60432 2.55990 3.21007  0.262
H12 -1.63434 3.02378 1.83110  0.395
H13 1.84631 2.52334 2.16410  0.237
H14 1.00083 3.73036 1.15653  0.360
H15 2.68240 3.28577 0.79922  0.295
H16 1.28754 0.66863 -2.07693  0.191
H17 1.95330 2.32688 -2.07100  0.254
H18 0.90638 1.79465 -3.39328  0.339
C6 3.65404 -0.41819 -1.39432  -0.325
O9 4.44779 0.33223 -2.33566  -0.271
P3 6.15116 0.32679 -2.09031  1.183
O10 6.31695 1.79483 -2.44846  -0.618
O11 6.34788 -0.61795 -3.42753  -0.352
C7 5.78195 -1.92226 -3.43551  -0.693
O12 7.78171 0.10720 -1.61927  -0.488
C8 8.77687 0.14740 -2.62728  -0.557
H19 2.88649 0.23574 -0.98235  -0.229
H20 3.17168 -1.24739 -1.91613  0.311
H21 4.26207 -0.81015 -0.57504  0.445
H22 4.81373 -1.89580 -3.94134  0.213
H23 5.65437 -2.31389 -2.42342  0.357
H24 6.44456 -2.58774 -3.98943  0.283
H25 8.55940 0.90701 -3.37955  0.295
H26 8.86879 -0.83145 -3.10104  0.209
H27 9.72726 0.38520 -2.14673  0.252

Cartesian forces, eV/Å:
-0.78 0.92 -0.06
1.12 -0.11 0.28
0.05 -0.46 -1.45
0.34 1.68 1.59
-0.23 0.09 0.13
0.34 -3.18 -1.37
0.07 0.53 1.28
-0.76 0.82 -0.32
-0.38 -1.18 0.32
0.37 -0.47 -1.12
-0.24 1.04 0.26
0.12 0.83 0.63
-0.40 -0.77 0.71
-0.26 -0.19 -0.59
0.28 0.02 -0.09
0.27 0.00 -0.18
0.14 0.47 -0.01
-0.26 0.04 0.64
-1.31 3.02 -0.93
4.53 -7.67 -1.77
-0.81 1.13 0.21
-0.16 0.82 -0.01
0.13 -0.17 0.24
-2.34 2.05 1.01
0.75 0.40 0.13
0.01 0.07 -0.06
-0.05 0.08 -0.01
-0.12 0.03 0.29
-0.09 0.11 0.01
0.11 0.10 0.07
-0.07 -0.02 -0.07
-0.25 0.05 0.06
0.11 -0.17 -0.10
-0.30 0.14 0.11
-0.53 -0.11 0.08
1.38 -1.60 2.93
2.07 4.86 -7.22
-0.43 -1.34 1.27
0.10 -0.31 0.77
-0.23 0.00 -0.21
-2.05 -0.86 2.59
0.10 -0.51 -0.64
0.14 -0.08 0.11
0.02 -0.01 0.09
-0.22 -0.05 0.01
0.00 -0.05 0.12
-0.02 -0.15 -0.06
0.04 0.08 0.06
-0.13 -0.03 0.09
0.04 0.10 -0.12
-0.21 0.01 0.27